1.
Below is 2 unconnected molecules or ions with the total composition C4H7O4S2 at a distorted geometry, with properties calculated with wB97M-V/def2-TZVPD.

The geometry in XYZ format:
```
17
Properties=species:S:1:pos:R:3
C 0.904 -0.325 1.443
C -2.157 0.088 -0.930
C -0.897 0.494 -0.194
C -0.017 -0.647 0.382
O 0.904 0.805 1.939
O 1.666 -1.333 1.867
O 2.197 2.670 -0.396
O 0.822 -3.119 0.301
S 2.193 1.527 -1.678
S -0.087 -2.132 -0.484
H -2.301 -0.997 -0.708
H -2.015 0.196 -2.010
H -3.068 0.642 -0.722
H -0.213 0.816 -0.963
H -1.170 1.212 0.564
H 1.666 2.240 0.365
H 1.573 -2.138 1.224
```

For the gap between HOMO and LUMO (spin up / spin down), the calculation gives 5.42 / 3.11 eV. The relative energy (zero: lowest compared OMol25 entry of this formula, charge and spin) is 47.0 kcal per mole. The calculation puts the HOMO energy (spin up / spin down) at -3.4 / -2.1 eV. The total energy comes out at -34120.660 eV. Its total charge is -1. For the largest force on an atom, the calculation gives 0.07305 hartree/bohr.


2.
Below is C2H3Br2N3 in the gas phase at a distorted geometry, with properties calculated with wB97M-V/def2-TZVPD.

The geometry in XYZ format:
```
10
Properties=species:S:1:pos:R:3
Br -2.778 0.978 0.107
C -0.887 0.483 0.883
N -0.933 -0.777 1.524
N -0.339 -1.586 0.825
N 0.209 -1.141 -0.231
C 0.086 0.306 -0.160
Br 2.276 0.987 0.512
H -0.840 1.338 1.671
H 0.805 -1.624 -0.903
H 0.170 1.039 -1.083
```

For the gap between HOMO and LUMO, the calculation gives 7.92 eV. The relative energy (zero: lowest compared OMol25 entry of this formula, charge and spin) is 75.3 kcal per mole. The calculation puts the HOMO energy at -9.9 eV. Its SMILES is Br[C@H]1N=NN[C@@H]1Br. The total energy comes out at -146674.925 eV. Its total charge is 0. For the largest force on an atom, the calculation gives 0.11350 hartree/bohr.


3.
Below is a molecular structure, C34H57N3O2SiTl at a distorted geometry, with properties calculated with wB97M-V/def2-TZVPD.

The geometry in XYZ format:
```
98
Properties=species:S:1:pos:R:3
O 1.705 -2.005 -3.542
O 0.817 -0.414 -5.397
C 2.830 -2.823 -3.197
C 3.112 -2.901 -1.709
H 3.669 -2.363 -3.739
H 2.671 -3.832 -3.611
H 3.027 -1.925 -1.216
H 4.133 -3.267 -1.564
H 2.437 -3.608 -1.214
C 0.431 -2.488 -3.057
C -0.057 -3.670 -3.853
H -0.251 -1.631 -3.144
H 0.513 -2.724 -1.981
H -0.113 -3.415 -4.918
H -1.055 -3.956 -3.507
H 0.608 -4.531 -3.723
C -0.350 0.011 -6.125
C 1.924 -0.791 -6.247
C -1.540 -0.836 -5.758
H -0.159 -0.064 -7.207
H -0.522 1.069 -5.875
H -1.359 -1.897 -5.966
H -2.397 -0.521 -6.363
H -1.810 -0.724 -4.702
C 1.722 -2.161 -6.837
H 2.822 -0.750 -5.617
H 2.032 -0.035 -7.044
H 1.718 -2.915 -6.043
H 2.551 -2.380 -7.515
H 0.786 -2.215 -7.405
H 1.292 -0.241 -3.788
N -0.630 -0.167 1.526
C -1.395 0.588 2.603
C -2.716 1.065 2.180
C -2.990 1.692 0.959
C -1.437 -0.164 3.924
H -0.424 -0.421 4.251
H -2.043 -1.071 3.816
H -1.905 0.486 4.672
C -4.289 2.456 0.883
H -4.815 2.267 -0.061
H -4.118 3.538 0.985
H -4.925 2.131 1.713
N -2.174 1.604 -0.072
C -0.292 -1.523 1.479
C 1.041 -1.977 1.579
C 2.212 -1.069 1.787
C 1.267 -3.353 1.526
H 2.287 -3.723 1.654
C 0.219 -4.250 1.306
H 0.424 -5.321 1.269
C -1.081 -3.779 1.125
H -1.907 -4.463 0.927
C -1.345 -2.415 1.193
C -2.711 -1.884 0.914
C -2.170 2.331 -1.240
C -1.656 3.661 -1.262
C -1.369 4.367 0.030
C -1.386 4.256 -2.490
H -0.957 5.263 -2.502
C -1.660 3.588 -3.685
H -1.451 4.075 -4.640
C -2.230 2.310 -3.667
H -2.500 1.810 -4.601
C -2.474 1.662 -2.462
C -3.005 0.262 -2.408
Tl 0.934 1.893 -0.503
H 2.074 -0.060 1.352
H 3.107 -1.517 1.336
H 2.426 -0.938 2.859
H -2.681 -0.967 0.312
H -3.268 -1.660 1.835
H -3.289 -2.636 0.364
H -0.768 5.266 -0.157
H -0.828 3.738 0.757
H -2.301 4.685 0.521
H -3.795 0.161 -1.649
H -2.215 -0.464 -2.149
H -3.429 -0.032 -3.376
H -3.514 1.012 2.916
C 1.359 0.647 -2.952
Si 2.472 2.038 -3.611
H 0.306 0.924 -2.828
H 1.764 0.101 -2.090
C 4.160 1.293 -3.943
C 2.735 3.532 -2.478
C 1.694 2.772 -5.152
H 2.166 3.739 -5.377
H 0.619 2.952 -5.013
H 1.820 2.123 -6.028
H 4.826 1.499 -3.093
H 4.605 1.745 -4.841
H 4.116 0.206 -4.085
H 3.254 3.257 -1.548
H 1.789 4.038 -2.225
H 3.364 4.266 -3.005
N -0.350 1.648 2.499
C 0.270 0.910 1.623
```

For the gap between HOMO and LUMO (spin up / spin down), the calculation gives 5.51 / 6.42 eV. The relative energy (zero: lowest compared OMol25 entry of this formula, charge and spin) is 1.1 kcal per mole. The calculation puts the HOMO energy (spin up / spin down) at -10.7 / -10.7 eV. The total energy comes out at -57308.922 eV. Its total charge is +1. For the largest force on an atom, the calculation gives 0.07768 hartree/bohr.


4.
Below is a molecular structure, C18H21FeN13OS2, with properties calculated with wB97M-V/def2-TZVPD.

The geometry in XYZ format:
```
56
Properties=species:S:1:pos:R:3
Fe 0.137 0.155 -0.424
C -3.260 -2.193 -1.179
C -2.327 -1.068 -0.885
N -1.137 -1.000 -1.361
N -0.669 -1.971 -2.188
C 0.671 -1.995 -2.447
N 1.087 -3.072 -3.148
S 1.700 -0.764 -2.001
C -2.633 0.024 0.059
C -3.910 0.341 0.494
C -4.071 1.417 1.355
C -2.958 2.137 1.749
C -1.710 1.760 1.277
N -1.552 0.724 0.458
H -2.793 -3.128 -0.855
H -3.486 -2.259 -2.246
H -4.195 -2.094 -0.637
H -1.208 -2.822 -2.266
H 0.549 -3.924 -3.118
H 2.086 -3.191 -3.200
H -4.766 -0.228 0.163
H -5.057 1.687 1.707
H -3.040 2.983 2.416
H -0.806 2.293 1.544
N 1.982 -0.470 2.334
C 1.947 0.821 1.861
N 2.533 1.842 2.467
N 2.231 2.900 1.698
N 1.530 2.542 0.681
N 1.321 1.202 0.748
C 1.216 -1.489 1.828
N 1.192 -2.719 2.324
N 0.334 -3.380 1.536
N -0.140 -2.603 0.625
N 0.407 -1.369 0.781
H 2.509 -0.647 3.171
C -1.934 8.048 -1.232
C -1.700 6.606 -1.583
C -0.643 5.895 -1.022
C -0.425 4.559 -1.330
C -1.289 3.941 -2.221
C -2.369 4.614 -2.776
C -2.561 5.948 -2.462
S -1.029 2.221 -2.593
C -0.088 2.389 -4.113
O 0.006 1.815 -1.582
H -1.113 8.448 -0.640
H -2.852 8.162 -0.654
H -2.036 8.658 -2.130
H 0.020 6.388 -0.322
H 0.370 3.986 -0.857
H -3.055 4.103 -3.443
H -3.398 6.485 -2.893
H 0.775 3.021 -3.910
H -0.722 2.820 -4.886
H 0.234 1.386 -4.391
```

For the gap between HOMO and LUMO, the calculation gives 6.31 eV. The relative energy (zero: lowest compared OMol25 entry of this formula, charge and spin) is 0.0 kcal per mole. The calculation puts the HOMO energy at -7.1 eV. The total energy comes out at -96482.716 eV. Its total charge is 0. For the largest force on an atom, the calculation gives 0.00576 hartree/bohr.


5.
Below is 9 unconnected molecules or ions with the total composition C36H72O9 at a distorted geometry, with properties calculated with wB97M-V/def2-TZVPD.

The geometry in XYZ format:
```
117
Properties=species:S:1:pos:R:3
C 34.705 23.860 27.972
C 34.431 25.283 28.535
C 35.133 26.365 27.731
O 35.445 25.568 26.443
C 35.773 24.362 26.925
H 34.003 23.564 27.513
H 35.223 23.314 28.775
H 34.692 25.303 29.712
H 33.451 25.298 28.505
H 36.222 26.494 28.162
H 34.573 27.190 27.580
H 36.810 24.457 27.294
H 35.744 23.613 26.112
C 39.274 30.059 27.559
C 40.654 29.924 27.122
C 41.072 28.738 27.949
O 39.939 27.827 27.561
C 38.727 28.586 27.588
H 38.441 30.401 26.959
H 38.834 30.708 28.246
H 41.054 30.902 27.603
H 41.040 29.899 25.976
H 41.237 28.695 29.165
H 41.976 28.434 27.463
H 38.271 28.224 28.492
H 38.241 28.480 26.701
C 35.798 27.581 22.798
C 36.934 27.824 21.929
C 37.805 28.812 22.640
O 37.151 28.989 23.882
C 36.250 27.885 24.111
H 35.276 26.562 22.746
H 35.101 28.282 22.621
H 36.330 28.188 20.893
H 37.270 26.914 21.992
H 38.056 29.744 22.178
H 38.736 28.515 23.089
H 35.487 28.065 24.922
H 36.747 27.079 24.439
C 30.144 32.165 25.170
C 31.595 32.448 25.294
C 32.255 32.472 23.965
O 31.216 31.907 23.141
C 29.951 32.250 23.639
H 29.366 32.792 25.640
H 29.863 31.214 25.521
H 32.101 31.736 26.118
H 31.584 33.453 25.921
H 33.206 31.880 23.950
H 32.396 33.387 23.691
H 29.394 31.476 23.328
H 29.811 33.276 23.398
C 30.290 28.813 30.226
C 28.832 28.604 30.669
C 28.045 28.585 29.405
O 28.808 29.553 28.685
C 30.164 29.322 28.707
H 30.910 27.855 30.314
H 30.782 29.485 30.774
H 28.232 29.450 31.138
H 28.718 27.486 31.026
H 27.095 28.766 29.434
H 28.058 27.683 28.949
H 30.715 30.282 28.601
H 30.500 28.695 27.968
C 39.248 31.473 31.668
C 38.396 32.360 30.976
C 39.106 33.668 30.916
O 40.490 33.209 30.914
C 40.655 31.889 31.188
H 39.269 30.540 31.576
H 38.992 31.695 32.719
H 37.537 32.542 31.514
H 37.971 32.082 29.861
H 39.142 34.164 31.767
H 38.787 34.320 30.225
H 41.530 31.884 31.984
H 40.880 31.410 30.259
C 35.911 34.221 28.564
C 34.753 34.911 29.240
C 33.666 35.252 28.203
O 33.939 34.209 27.183
C 35.451 34.146 27.104
H 36.050 33.218 29.070
H 36.988 34.674 28.733
H 35.069 35.769 29.715
H 34.257 34.097 29.940
H 33.713 36.355 27.517
H 32.711 34.763 28.571
H 35.486 35.079 26.725
H 35.831 33.291 26.558
C 37.360 29.525 34.684
C 36.565 30.816 34.617
C 35.307 30.323 33.917
O 35.728 29.175 33.142
C 36.446 28.406 34.135
H 37.405 29.284 35.705
H 38.215 29.535 34.114
H 36.856 31.499 33.968
H 36.144 31.244 35.678
H 34.950 31.054 33.224
H 34.425 30.215 34.652
H 37.095 27.804 33.483
H 35.970 27.901 34.788
C 34.399 30.801 28.531
C 34.810 30.601 30.072
C 35.533 29.271 30.043
O 35.989 29.197 28.625
C 35.660 30.278 27.808
H 34.163 31.896 28.327
H 33.377 30.297 28.156
H 33.939 30.715 30.564
H 35.643 31.404 30.353
H 34.936 28.336 30.197
H 36.361 29.469 30.711
H 35.663 30.063 26.957
H 36.638 31.108 27.830
```

For the gap between HOMO and LUMO, the calculation gives 9.50 eV. The relative energy (zero: lowest compared OMol25 entry of this formula, charge and spin) is 470.2 kcal per mole. The calculation puts the HOMO energy at -9.0 eV. Its SMILES is C1CCOC1.C1CCOC1.C1CCOC1.C1CCOC1.C1CCOC1.C1CCOC1.C1CCOC1.C1CCOC1.C1CCOC1. The total energy comes out at -56903.178 eV. Its total charge is 0. For the largest force on an atom, the calculation gives 0.30598 hartree/bohr.


6.
Below is C5H8O in the gas phase, with properties calculated with wB97M-V/def2-TZVPD.

The geometry in XYZ format:
```
14
Properties=species:S:1:pos:R:3
C -1.375 -0.835 -0.364
C -0.587 0.455 -0.416
C -0.070 1.068 0.838
C 0.914 0.585 -0.209
C 1.704 -0.632 0.070
O 2.809 -0.850 -0.370
H -2.438 -0.585 -0.285
H -1.249 -1.459 -1.253
H -1.122 -1.435 0.514
H -0.932 1.141 -1.185
H -0.107 0.471 1.748
H -0.177 2.132 1.011
H 1.435 1.325 -0.812
H 1.194 -1.381 0.713
```

For the gap between HOMO and LUMO, the calculation gives 10.74 eV. The relative energy (zero: lowest compared OMol25 entry of this formula, charge and spin) is 26.6 kcal per mole. The calculation puts the HOMO energy at -9.7 eV. Its SMILES is C[C@H]1C[C@H]1C=O. The total energy comes out at -7361.100 eV. Its total charge is 0. For the largest force on an atom, the calculation gives 0.00780 hartree/bohr.


Question: What is the total energy in the second record?
Answer: -146674.925 eV


Question: total energy of number 2 (C2H3Br2N3)?
Answer: -146674.925 eV